Here is a structure of composition C7H9ClF7LaNO3SSi from the OMol25 dataset. Energies are from ωB97M-V/def2-TZVPD.

Calculated values
- max |F| (hartree/bohr) = 0.0622
- M (g/mol) = 522.65
- total charge = +3
- multiplicity = 1
- total energy (hartree) = -2429.94341

Each line ends with the Löwdin charge.
Cartesian coordinates (Å):
C 1.103 -1.376 2.527  -0.084
C 2.322 -0.544 2.178  -0.239
N 1.975 0.668 1.334  -0.110
Si 1.361 0.310 -0.191  0.643
C 2.420 0.644 -1.683  -0.235
C 3.144 -0.638 -2.026  -0.885
O 3.625 -1.352 -1.189  0.064
Cl 3.211 -1.007 -3.722  0.797
S -0.544 1.652 -0.292  0.722
O -0.387 2.888 -1.020  -0.316
O -1.000 2.002 1.117  -0.496
C -2.002 0.729 -1.050  -0.407
F -3.154 1.708 -0.960  -0.245
F -1.728 0.499 -2.271  0.259
C -2.469 -0.567 -0.332  -0.440
F -1.748 -1.559 -0.771  0.238
F -2.323 -0.418 0.976  0.170
C -3.994 -0.841 -0.637  -0.568
F -4.690 -0.031 0.185  0.146
F -4.263 -2.081 -0.363  0.286
F -4.276 -0.547 -1.882  0.243
H 1.042 -2.239 1.884  0.076
H 0.187 -0.805 2.417  0.052
H 1.142 -1.699 3.549  0.089
H 2.803 -0.170 3.059  0.120
H 3.014 -1.158 1.627  0.105
H 2.729 1.341 1.304  0.106
H 0.800 -1.042 -0.288  0.059
H 1.834 0.950 -2.543  0.070
H 3.139 1.436 -1.526  0.113
La -3.274 3.247 0.589  2.666